Record 1
69
Properties=species:S:1:pos:R:3 method="wB97M-V/def2-TZVPD" homo_energy_ev="-10.49 / -10.50" largest_force_ev_per_a=0.452 total_charge=+1 total_energy_ev=-121261.72878 homo_lumo_gap_ev="5.186 / 4.787"
Rh -0.301 0.614 0.077
O -0.093 -5.215 1.835
C -0.146 -4.082 1.483
C 1.041 -3.225 0.960
O 2.178 -3.572 0.843
C 0.432 -1.907 0.648
C -0.932 -1.869 0.953
O -1.602 -0.801 0.771
C -1.415 -3.189 1.448
O -2.533 -3.507 1.730
O 0.982 -0.862 0.131
N 2.506 2.797 -2.119
C 1.277 2.336 -1.855
N 1.214 1.744 -0.683
C 2.505 1.807 -0.137
C 3.028 1.354 1.075
C 4.363 1.595 1.313
C 5.175 2.269 0.386
C 4.671 2.726 -0.810
C 3.322 2.479 -1.045
H 2.775 3.287 -2.956
H 0.459 2.440 -2.547
H 2.409 0.848 1.799
H 4.800 1.257 2.243
H 6.219 2.432 0.619
H 5.288 3.248 -1.529
Ge -2.066 0.887 -1.651
C -2.156 2.072 -0.099
C -1.621 3.372 -0.193
C -1.904 4.321 0.768
C -2.735 3.988 1.831
C -3.300 2.718 1.934
C -3.006 1.765 0.987
C -3.447 -0.350 -2.102
C -4.051 -1.212 -1.184
C -5.104 -2.016 -1.591
C -5.550 -1.968 -2.907
C -4.945 -1.121 -3.824
C -3.889 -0.315 -3.427
H -1.574 1.684 -2.867
H -0.989 3.641 -1.029
H -1.483 5.314 0.694
H -2.950 4.728 2.592
H -3.946 2.474 2.766
H -3.426 0.773 1.077
H -3.701 -1.270 -0.163
H -5.572 -2.685 -0.882
H -6.371 -2.600 -3.218
H -5.290 -1.091 -4.849
H -3.417 0.338 -4.151
C 2.677 6.320 9.284
C 2.232 5.673 7.999
O 2.688 5.909 6.917
S 0.922 4.477 8.293
C 0.691 3.775 6.689
C 0.686 2.388 6.585
C 0.469 1.781 5.359
C 0.273 2.558 4.218
C 0.280 3.949 4.333
C 0.474 4.557 5.560
C 0.076 1.944 2.936
C -0.063 1.435 1.851
H 3.381 7.114 9.054
H 3.148 5.575 9.925
H 1.818 6.724 9.821
H 0.857 1.783 7.466
H 0.460 0.701 5.282
H 0.133 4.555 3.448
H 0.467 5.634 5.639

***

Record 2
10
Properties=species:S:1:pos:R:3 method="wB97M-V/def2-TZVPD" homo_energy_ev=-9.81 largest_force_ev_per_a=2.673 total_energy_ev=-8664.99404 relative_energy_ev=1.4168 homo_lumo_gap_ev=10.230
N -1.862 0.961 -2.648
C -1.287 0.635 -1.696
C -0.432 0.249 -0.591
N 0.855 0.243 -0.808
C 1.415 -0.237 0.331
C 0.552 -0.563 1.323
N -0.827 -0.148 0.644
H 2.494 -0.322 0.386
H 0.962 -0.582 2.366
H -1.870 -0.237 0.693

***

Record 3
123
Properties=species:S:1:pos:R:3 method="wB97M-V/def2-TZVPD" homo_energy_ev=-1.77 largest_force_ev_per_a=2.082 total_charge=-2 total_energy_ev=-252253.27445 relative_energy_ev=0.7372 homo_lumo_gap_ev=5.207
K -0.709 -0.239 -0.272
S -2.671 2.002 -0.637
P -2.051 2.314 1.273
C -1.289 1.049 2.043
P 0.097 1.090 2.958
S 1.100 -0.664 3.151
C 1.392 2.282 2.397
C 1.636 3.502 3.012
C 2.613 4.357 2.529
C 3.364 4.005 1.424
C 3.130 2.783 0.800
C 2.152 1.933 1.283
C -0.174 1.699 4.688
C 0.503 1.159 5.774
C 0.241 1.597 7.060
C -0.703 2.588 7.282
C -1.389 3.131 6.205
C -1.126 2.679 4.924
C -3.629 2.739 2.149
C -4.031 1.936 3.207
C -5.241 2.157 3.845
C -6.061 3.192 3.433
C -5.666 4.002 2.373
C -4.466 3.769 1.733
C -1.217 3.970 1.241
C -1.463 4.960 2.187
C -0.789 6.170 2.153
C 0.151 6.409 1.167
C 0.405 5.432 0.217
C -0.277 4.232 0.248
H 1.056 3.797 3.878
H 2.777 5.310 3.016
H 4.130 4.671 1.051
H 3.727 2.477 -0.050
H 2.012 0.966 0.813
H 1.234 0.379 5.589
H 0.775 1.159 7.895
H -0.914 2.926 8.287
H -2.144 3.891 6.361
H -1.693 3.069 4.091
H -3.357 1.140 3.517
H -5.540 1.520 4.669
H -7.007 3.370 3.931
H -6.305 4.811 2.041
H -4.173 4.380 0.888
H -2.197 4.798 2.963
H -1.001 6.923 2.901
H 0.687 7.349 1.137
H 1.145 5.608 -0.549
H -0.091 3.478 -0.515
O -1.418 -1.861 1.145
S -1.639 -2.154 2.584
C -0.642 -3.639 2.867
C -0.617 -4.565 1.662
C 0.285 -4.077 0.520
C -0.321 -4.314 -0.854
S -1.830 -3.325 -1.132
O -1.381 -2.024 -1.696
C -2.430 -4.270 -2.543
C -2.190 -3.805 -3.821
C -2.674 -4.520 -4.903
C -3.399 -5.682 -4.704
C -3.652 -6.132 -3.417
C -3.173 -5.420 -2.331
C -3.279 -2.911 2.552
C -3.754 -3.812 3.490
C -5.061 -4.262 3.411
C -5.899 -3.800 2.408
C -5.427 -2.877 1.490
C -4.120 -2.428 1.561
H -1.027 -4.115 3.762
H 0.347 -3.233 3.097
H -1.641 -4.700 1.303
H -0.283 -5.553 1.995
H 1.245 -4.593 0.550
H 0.514 -3.022 0.640
H -0.610 -5.356 -0.992
H 0.353 -4.009 -1.649
H -1.637 -2.893 -3.944
H -2.482 -4.164 -5.904
H -3.780 -6.234 -5.551
H -4.232 -7.030 -3.260
H -3.381 -5.748 -1.324
H -3.123 -4.164 4.292
H -5.426 -4.971 4.139
H -6.917 -4.153 2.347
H -6.075 -2.499 0.716
H -3.739 -1.708 0.854
F 4.181 0.437 -5.676
C 3.088 -0.350 -5.823
C 2.525 -0.942 -4.710
C 1.441 -1.771 -4.942
F 0.846 -2.428 -3.936
C 0.922 -1.981 -6.217
F -0.142 -2.796 -6.406
C 1.509 -1.353 -7.312
F 1.020 -1.551 -8.564
C 2.610 -0.527 -7.112
F 3.202 0.079 -8.171
Ge 3.268 -0.574 -2.891
S 2.294 -1.198 -1.150
C 5.107 -1.346 -2.995
C 5.497 -2.333 -3.874
F 4.664 -2.727 -4.875
C 6.733 -2.967 -3.805
F 7.077 -3.922 -4.705
C 7.626 -2.606 -2.803
F 8.844 -3.210 -2.717
C 7.266 -1.614 -1.893
F 8.134 -1.252 -0.923
C 6.019 -1.013 -2.006
F 5.713 -0.065 -1.107
C 3.472 1.401 -3.097
C 4.639 2.119 -3.281
F 5.831 1.493 -3.352
C 4.659 3.503 -3.426
F 5.822 4.169 -3.595
C 3.461 4.206 -3.429
F 3.460 5.555 -3.595
C 2.264 3.513 -3.286
F 1.096 4.177 -3.341
C 2.297 2.135 -3.110
F 1.115 1.504 -2.993

***

Record 4
10
Properties=species:S:1:pos:R:3 method="wB97M-V/def2-TZVPD" homo_energy_ev=-14.29 largest_force_ev_per_a=2.902 total_charge=+1 total_energy_ev=-54597.61281 relative_energy_ev=2.4167 homo_lumo_gap_ev=7.456
H -0.013 0.983 1.238
F -0.599 -1.979 -0.710
O -1.166 0.234 -0.686
O 1.002 0.380 -0.450
C -0.822 -0.920 0.100
C 0.425 -0.279 0.706
C -0.163 1.056 -0.295
H -1.626 -1.156 0.804
H 1.174 -0.838 1.265
Cu 1.787 2.519 -1.972

***

Record 5
14
Properties=species:S:1:pos:R:3 method="wB97M-V/def2-TZVPD" homo_energy_ev=-10.13 largest_force_ev_per_a=0.352 total_energy_ev=-8370.74250 relative_energy_ev=2.5392 homo_lumo_gap_ev=11.196
C 0.935 1.821 1.127
O 0.028 1.139 0.303
C 0.109 -0.257 0.443
C -0.992 -0.849 -0.392
C -0.685 -1.352 -1.726
O -0.897 -2.242 -0.638
H 0.793 1.560 2.187
H 1.977 1.600 0.850
H 0.750 2.890 1.000
H -0.005 -0.548 1.500
H 1.080 -0.648 0.093
H -1.992 -0.471 -0.178
H 0.347 -1.279 -2.067
H -1.451 -1.363 -2.501

***

Record 6
16
Properties=species:S:1:pos:R:3 method="wB97M-V/def2-TZVPD" homo_energy_ev=-9.19 largest_force_ev_per_a=3.482 total_energy_ev=-9433.46787 relative_energy_ev=2.7744 homo_lumo_gap_ev=10.308
C 1.773 0.019 0.173
C 0.744 -0.079 -0.980
C -0.484 -1.102 0.504
C -1.804 -0.483 0.136
C -1.589 0.795 -0.301
C -0.140 0.996 -0.180
C 0.413 0.104 0.951
H 2.327 0.932 0.206
H 2.431 -0.838 0.342
H 1.149 0.017 -1.986
H -0.604 -2.054 0.974
H -2.691 -0.986 0.049
H -2.327 1.452 -0.763
H 0.223 2.049 -0.249
H 0.499 0.466 1.962
O 0.080 -1.287 -0.838

***

Record 7
16
Properties=species:S:1:pos:R:3 method="wB97M-V/def2-TZVPD" homo_energy_ev=-11.67 largest_force_ev_per_a=2.681 total_energy_ev=-4342.10225 relative_energy_ev=0.4260 homo_lumo_gap_ev=12.843
C -1.447 -0.214 -1.208
C -0.975 1.277 -1.449
H -2.456 -0.014 -0.873
H -1.379 -0.739 -2.159
H -0.763 -0.616 -0.476
H -1.290 1.874 -0.608
H -1.399 1.584 -2.404
H 0.108 1.357 -1.585
C 1.848 -0.739 0.971
C 0.558 -0.413 1.718
H 2.323 -1.623 1.396
H 1.677 -0.858 -0.091
H 2.598 0.065 0.995
H 0.746 0.238 2.583
H 0.041 -1.322 2.030
H -0.189 0.143 1.161

***

Record 8
34
Properties=species:S:1:pos:R:3 method="wB97M-V/def2-TZVPD" homo_energy_ev="-12.31 / -12.31" largest_force_ev_per_a=0.808 total_charge=+1 spin_multiplicity=5 s_squared=6.009 total_energy_ev=-126809.19616 relative_energy_ev=0.2797 homo_lumo_gap_ev="8.785 / 5.637"
Ir -1.749 -1.268 0.013
O -3.713 4.362 0.253
C -2.393 4.350 0.427
O -1.722 5.338 0.444
C -1.738 3.012 0.570
C -0.404 2.853 0.886
N -0.144 1.534 0.912
N -1.247 0.829 0.634
C -2.207 1.712 0.414
C -3.514 1.117 0.090
O -4.517 1.767 0.009
O -3.456 -0.202 -0.102
H -4.090 3.471 0.218
H 0.344 3.600 1.101
H 0.707 1.062 1.181
Cl -3.876 -2.963 -0.025
C -2.871 -4.414 0.143
Cl -1.165 -3.891 0.089
H -3.064 -5.085 -0.683
H -3.063 -4.864 1.108
Br 6.787 -0.338 -0.967
C 4.945 -0.628 -0.763
C 4.080 -0.209 -1.762
C 2.721 -0.416 -1.607
C 2.244 -1.023 -0.447
C 3.124 -1.442 0.552
C 4.483 -1.253 0.388
C 0.807 -1.187 -0.267
O -0.006 -1.129 -1.254
O 0.279 -1.355 0.885
H 4.466 0.269 -2.651
H 2.029 -0.109 -2.380
H 2.740 -1.916 1.446
H 5.181 -1.582 1.145

***

Record 9
9
Properties=species:S:1:pos:R:3 method="wB97M-V/def2-TZVPD" homo_energy_ev=-9.13 largest_force_ev_per_a=3.392 total_energy_ev=-34035.32637 relative_energy_ev=1.2082 homo_lumo_gap_ev=7.934
C -1.003 0.157 0.646
N -1.530 -0.621 -0.184
O 1.124 0.550 -0.773
P 0.607 1.050 0.657
P 1.723 -0.891 -1.299
S 1.452 -1.984 0.223
H -1.818 0.304 1.364
H 0.310 2.376 0.333
H -0.866 -0.941 -0.967

***

Record 10
189
Properties=species:S:1:pos:R:3 method="wB97M-V/def2-TZVPD" homo_energy_ev=-8.12 largest_force_ev_per_a=3.134 total_energy_ev=-92265.07881 relative_energy_ev=6.5264 homo_lumo_gap_ev=8.491
C 1.312 8.122 -12.234
C 2.526 8.072 -11.392
O 2.486 6.837 -10.592
H 0.517 7.545 -11.762
H 1.442 7.681 -13.222
H 0.946 9.133 -12.416
H 2.602 8.953 -10.754
H 3.404 7.931 -12.021
H 3.081 6.975 -9.852
C -0.889 8.818 2.249
C -1.946 7.690 1.961
O -1.996 7.349 0.577
H 0.122 8.482 2.017
H -1.044 9.180 3.265
H -1.114 9.632 1.560
H -2.979 7.958 2.180
H -1.695 6.866 2.629
H -2.285 6.434 0.562
C 4.031 2.639 2.742
O 5.253 3.205 3.178
C 5.028 3.722 4.513
C 6.486 4.256 4.879
N 7.585 3.413 4.308
C 8.964 3.801 4.592
C 9.587 3.337 5.966
O 10.961 3.724 6.201
C 11.259 5.022 6.540
H 3.611 1.867 3.387
H 4.276 2.068 1.846
H 3.225 3.364 2.637
H 4.681 2.997 5.249
H 4.257 4.492 4.524
H 6.581 4.274 5.965
H 6.639 5.283 4.550
H 7.362 3.407 3.323
H 9.225 4.833 4.359
H 9.553 3.376 3.780
H 9.583 2.255 6.098
H 9.159 3.903 6.793
H 12.322 5.123 6.319
H 11.117 5.203 7.605
H 10.781 5.754 5.889
C 11.740 10.970 4.767
O 10.781 11.232 3.762
C 10.220 10.031 3.156
C 9.313 10.522 1.987
N 8.490 9.384 1.634
C 8.840 8.735 0.382
C 7.701 7.817 0.010
O 6.466 8.504 -0.104
C 5.278 7.748 -0.502
H 11.354 10.378 5.597
H 12.061 11.931 5.169
H 12.672 10.467 4.509
H 9.609 9.510 3.893
H 11.017 9.409 2.749
H 9.948 10.884 1.178
H 8.748 11.361 2.393
H 7.555 9.104 1.892
H 9.750 8.163 0.564
H 9.012 9.464 -0.410
H 7.641 7.015 0.745
H 8.079 7.352 -0.901
H 4.475 8.480 -0.581
H 5.082 6.936 0.198
H 5.401 7.210 -1.442
C -13.458 -5.905 10.631
O -13.502 -6.450 9.325
C -12.168 -6.800 8.917
C -11.895 -7.114 7.481
N -12.393 -6.051 6.572
C -11.667 -4.753 6.668
C -12.508 -3.746 5.944
O -12.292 -3.746 4.538
C -12.348 -2.515 3.978
H -13.002 -6.507 11.416
H -14.482 -5.763 10.978
H -13.016 -4.912 10.722
H -11.786 -7.648 9.486
H -11.420 -6.058 9.197
H -12.541 -7.980 7.339
H -10.915 -7.536 7.259
H -13.359 -6.061 6.865
H -10.630 -4.758 6.332
H -11.606 -4.425 7.706
H -12.318 -2.815 6.476
H -13.585 -3.862 6.067
H -13.202 -1.904 4.270
H -12.304 -2.677 2.902
H -11.494 -1.901 4.264
C -1.687 2.076 -3.889
O -2.356 1.911 -2.693
C -2.846 0.566 -2.415
C -3.937 0.399 -1.371
N -3.382 0.980 -0.150
C -4.321 0.832 0.941
C -3.751 0.626 2.328
O -3.291 -0.725 2.561
C -3.912 -1.403 3.653
H -2.451 2.371 -4.609
H -1.150 1.262 -4.375
H -1.008 2.928 -3.924
H -1.955 0.016 -2.112
H -3.259 0.121 -3.321
H -4.227 -0.628 -1.151
H -4.918 0.804 -1.619
H -2.471 0.600 0.062
H -4.942 -0.061 0.998
H -4.908 1.749 0.998
H -4.517 1.040 2.983
H -2.920 1.312 2.496
H -3.891 -0.789 4.553
H -3.382 -2.330 3.871
H -4.900 -1.612 3.242
C 7.046 -4.691 2.941
O 6.690 -4.454 4.289
C 6.215 -3.146 4.548
C 5.301 -3.148 5.777
N 4.042 -3.827 5.515
C 3.278 -4.055 6.705
C 3.721 -5.161 7.752
O 4.572 -6.126 7.151
C 4.887 -7.166 8.111
H 7.372 -5.725 2.831
H 7.849 -4.023 2.631
H 6.186 -4.650 2.272
H 5.613 -2.902 3.673
H 7.033 -2.462 4.774
H 4.937 -2.167 6.079
H 5.937 -3.665 6.496
H 4.425 -4.707 5.202
H 2.368 -4.456 6.260
H 3.128 -3.117 7.240
H 2.947 -5.783 8.202
H 4.267 -4.707 8.579
H 5.383 -6.777 9.000
H 5.663 -7.834 7.735
H 3.954 -7.653 8.393
C 5.378 -0.494 -10.329
C 4.351 -1.428 -11.051
C 3.152 -0.585 -11.470
O 2.312 -1.330 -12.378
C 1.307 -0.477 -12.875
N 4.903 -2.053 -12.265
H 5.979 -1.090 -9.643
H 4.926 0.176 -9.598
H 5.936 0.103 -11.050
H 4.140 -2.291 -10.420
H 3.393 0.431 -11.783
H 2.643 -0.278 -10.556
H 0.543 -0.188 -12.154
H 0.749 -1.080 -13.591
H 1.715 0.442 -13.296
H 4.245 -2.776 -12.519
H 4.814 -1.381 -13.013
C -9.159 -7.126 -0.217
C -8.396 -6.079 -0.961
C -9.060 -5.544 -2.227
O -8.058 -4.993 -3.099
C -8.553 -4.828 -4.433
N -7.990 -5.088 -0.020
H -10.138 -6.682 -0.037
H -8.704 -7.470 0.711
H -9.311 -8.074 -0.733
H -7.412 -6.419 -1.284
H -9.855 -4.854 -1.943
H -9.557 -6.415 -2.654
H -7.775 -4.311 -4.995
H -9.406 -4.156 -4.522
H -8.720 -5.791 -4.915
H -7.494 -4.300 -0.411
H -8.782 -4.844 0.558
C -4.136 -8.751 -8.288
C -3.864 -7.988 -9.606
C -2.754 -6.826 -9.490
O -3.019 -5.932 -8.356
C -1.949 -5.044 -8.149
N -3.509 -9.026 -10.602
H -3.268 -9.250 -7.856
H -4.804 -9.600 -8.431
H -4.632 -8.202 -7.487
H -4.775 -7.479 -9.920
H -2.783 -6.115 -10.316
H -1.729 -7.186 -9.405
H -2.016 -4.523 -7.194
H -1.875 -4.221 -8.860
H -1.006 -5.587 -8.081
H -3.627 -8.543 -11.481
H -4.163 -9.789 -10.502